i.
Below is an isolated molecule of C4H9N, with properties calculated with ωB97M-V with the def2-TZVPD basis set.

## Properties
LUMO level (eV): 1.105
SMILES: C/C=C\NC
HOMO level (eV): -7.81
Orbital gap (eV): 8.911

ORCA input file:
```
! wB97M-V def2-TZVPD RIJCOSX def2/J DEFGRID3
* xyz 0 1
C 0.35 1.12 1.94
C -0.44 -0.28 -2.15
N 0.53 0.47 0.66
C 0.01 -1.03 0.33
C -0.48 -0.98 -0.85
H 1.29 0.84 0.11
H -0.14 -1.60 1.23
H -0.69 -2.18 -0.72
H 1.29 1.46 2.40
H -0.14 0.43 2.64
H -0.28 2.02 1.89
H -0.52 0.79 -1.99
H 0.49 -0.48 -2.69
H -1.28 -0.59 -2.78
*
```

***

ii.
Below is a cluster of 2 separate species, C4H9N in total, with properties calculated with ωB97M-V with the def2-TZVPD basis set.

## Properties
LUMO level (eV): 0.773
SMILES: C=NC.C=C
HOMO level (eV): -9.84
Orbital gap (eV): 10.614

ORCA input file:
```
! wB97M-V def2-TZVPD RIJCOSX def2/J DEFGRID3
* xyz 0 1
C -4.33 -0.41 -1.10
C -3.13 -0.97 -1.16
H -4.38 0.01 -0.12
H -5.22 -0.87 -1.70
H -2.31 -0.45 -0.73
H -3.04 -2.04 -1.79
C 3.58 0.14 0.24
C 1.90 1.26 1.51
N 3.08 1.37 0.85
H 4.50 0.40 -0.19
H 2.93 -0.34 -0.56
H 3.70 -0.63 1.05
H 1.63 2.06 2.17
H 1.08 0.47 1.54
*
```

***

Most stable: i

***

i.
Below is a cluster of 2 separate species, C4H9N in total, with properties calculated with ωB97M-V with the def2-TZVPD basis set.

## Properties
LUMO level (eV): 0.736
SMILES: CC#N.CC
HOMO level (eV): -11.11
Orbital gap (eV): 11.851

ORCA input file:
```
! wB97M-V def2-TZVPD RIJCOSX def2/J DEFGRID3
* xyz 0 1
C -1.59 1.13 1.07
C -1.83 2.54 1.43
C 1.90 -1.89 -1.20
C 0.69 -1.08 -0.71
N -1.67 0.03 0.78
H -0.90 3.04 1.44
H -2.40 3.03 0.67
H -2.50 2.52 2.42
H 1.74 -2.34 -2.15
H 2.10 -2.78 -0.62
H 2.75 -1.26 -1.37
H 0.37 -0.67 -1.69
H 1.21 -0.40 0.01
H 0.12 -1.86 -0.12
*
```

***

ii.
Below is an isolated molecule of C4H9N, with properties calculated with ωB97M-V with the def2-TZVPD basis set.

## Properties
LUMO level (eV): 1.254
SMILES: C/C=C/CN
HOMO level (eV): -8.93
Orbital gap (eV): 10.183

ORCA input file:
```
! wB97M-V def2-TZVPD RIJCOSX def2/J DEFGRID3
* xyz 0 1
N 1.99 -1.06 0.47
C 0.86 -0.49 1.18
C -1.70 1.11 -1.28
C -0.42 0.68 -0.60
C -0.38 -0.33 0.27
H 2.83 -1.12 1.03
H 1.90 -2.00 0.09
H 1.19 0.51 1.44
H 0.46 -1.06 2.03
H -2.39 0.30 -1.50
H -2.26 1.66 -0.53
H -1.42 1.68 -2.16
H 0.48 1.25 -0.78
H -1.12 -1.11 0.35
*
```

***

iii.
Below is a structure of composition C4H9N, with properties calculated with ωB97M-V with the def2-TZVPD basis set.

## Properties
LUMO level (eV): 0.948
HOMO level (eV): -8.87
Orbital gap (eV): 9.815

ORCA input file:
```
! wB97M-V def2-TZVPD RIJCOSX def2/J DEFGRID3
* xyz 0 1
C -0.80 -1.05 -1.37
C 0.01 -0.44 -0.18
C 0.34 -1.37 0.81
C 0.25 1.14 -0.21
H -0.20 -0.90 -2.33
H -1.20 -2.10 -1.23
H -1.83 -0.67 -1.29
H 0.94 -1.00 1.53
H -0.06 -2.41 0.50
H 0.90 1.56 -0.96
H -1.00 1.20 -0.61
H 0.26 2.64 1.11
H -0.28 0.88 1.77
N 0.52 1.58 1.04
*
```

***

iv.
Below is a structure of composition C4H9N, with properties calculated with ωB97M-V with the def2-TZVPD basis set.

## Properties
LUMO level (eV): 1.067
HOMO level (eV): -8.87
Orbital gap (eV): 9.935

ORCA input file:
```
! wB97M-V def2-TZVPD RIJCOSX def2/J DEFGRID3
* xyz 0 1
C 1.21 0.52 -0.24
C -0.03 0.64 0.61
C -1.17 -0.50 0.53
C -2.31 -0.17 -0.43
H 2.33 -0.94 -0.94
H 1.89 -1.34 0.68
H 1.96 1.30 0.13
H 0.97 0.90 -1.32
H -0.35 1.59 0.24
H 0.36 0.67 1.70
H -1.04 -1.67 1.18
H -2.41 0.93 -1.27
H -3.01 -1.01 -0.60
N 1.60 -0.92 -0.25
*
```

***

Most stable: ii

***

i.
Below is the ion C7H12N with charge +1, with properties calculated with ωB97M-V with the def2-TZVPD basis set.

## Properties
LUMO level (eV): -2.975
SMILES: C#C[C@]1(C)C[C@@H]1[NH2+]C
HOMO level (eV): -13.08
Orbital gap (eV): 10.107

ORCA input file:
```
! wB97M-V def2-TZVPD RIJCOSX def2/J DEFGRID3
* xyz 1 1
C -0.57 -1.70 1.97
C 0.22 -1.05 1.36
C 0.66 1.23 1.17
C -0.06 0.89 -0.15
C 1.18 -0.19 0.75
C 2.51 -0.63 0.26
C -1.72 -0.16 -1.63
N -1.49 0.32 -0.19
H -1.05 -2.48 2.48
H 1.22 2.14 1.07
H -0.06 1.42 2.02
H 0.39 0.99 -1.15
H 2.41 -1.17 -0.71
H 3.02 -1.36 0.97
H 3.12 0.20 0.10
H -2.79 -0.45 -1.72
H -1.65 0.85 -2.22
H -0.94 -0.88 -1.84
H -1.54 -0.53 0.50
H -2.18 1.06 0.16
*
```

***

ii.
Below is the ion C7H12N with charge +1, with properties calculated with ωB97M-V with the def2-TZVPD basis set.

## Properties
LUMO level (eV): -5.933
HOMO level (eV): -13.28
Orbital gap (eV): 7.347

ORCA input file:
```
! wB97M-V def2-TZVPD RIJCOSX def2/J DEFGRID3
* xyz 1 1
C 0.66 0.40 2.36
C 1.37 1.12 0.22
C -0.18 -0.75 1.74
C -0.93 -0.94 0.25
C -0.61 -0.10 -1.08
C 0.09 1.20 -0.80
C -0.72 -0.72 -2.36
N 1.25 1.24 1.63
H 2.00 0.28 0.05
H 1.93 2.03 -0.07
H 0.60 -1.44 1.66
H -0.76 -1.02 2.54
H -1.03 -1.93 -0.11
H -1.97 -0.57 0.43
H 0.19 1.67 -1.72
H 0.78 0.38 3.40
H -0.52 1.94 -0.14
H -0.46 -0.09 -3.25
H -1.73 -1.29 -2.55
H 0.03 -1.43 -2.19
*
```

***

Most stable: ii

***

i.
Below is the ion C7H12N with charge +1, with properties calculated with ωB97M-V with the def2-TZVPD basis set.

## Properties
LUMO level (eV): -3.104
SMILES: C=C(C)C/C=C1/C[NH2+]1
HOMO level (eV): -13.72
Orbital gap (eV): 10.616

ORCA input file:
```
! wB97M-V def2-TZVPD RIJCOSX def2/J DEFGRID3
* xyz 1 1
C 0.78 1.45 0.39
C 1.60 0.52 0.17
C -0.63 1.44 -0.17
C 2.61 -0.42 0.50
C -1.27 0.13 -0.08
C -0.98 -0.51 1.03
C -2.12 -0.54 -1.11
N 1.29 -0.93 -0.28
H 1.06 2.37 0.90
H -1.18 2.08 0.51
H -0.60 1.89 -1.21
H 3.56 -0.59 -0.15
H 2.70 -0.79 1.45
H -0.48 0.08 1.85
H 0.27 -1.23 0.17
H -1.24 -1.58 1.30
H -2.29 -1.64 -0.87
H -1.52 -0.50 -1.99
H -3.05 -0.07 -1.18
H 1.46 -1.16 -1.24
*
```

***

ii.
Below is a cluster of 2 separate species, C7H12N in total, with properties calculated with ωB97M-V with the def2-TZVPD basis set.

## Properties
LUMO level (eV): -4.620
HOMO level (eV): -13.01
Orbital gap (eV): 8.387

ORCA input file:
```
! wB97M-V def2-TZVPD RIJCOSX def2/J DEFGRID3
* xyz 1 1
C -3.23 0.29 0.15
C -2.51 0.42 -0.97
C 1.72 1.47 -0.31
C 2.53 0.31 -0.05
C 1.04 0.09 -0.40
C -0.48 -1.71 0.66
C 0.20 -0.40 0.62
N -1.85 0.84 0.31
H -4.07 -0.19 0.72
H -2.34 0.71 -2.05
H 1.40 2.01 0.59
H 1.77 1.92 -1.20
H 3.18 -0.02 -0.82
H 2.97 0.16 0.94
H 0.91 -0.23 -1.50
H -0.65 -2.08 -0.31
H -1.45 -1.61 0.95
H 0.14 -2.33 1.22
H 0.37 0.00 1.57
H -2.13 1.78 0.56
*
```

***

Most stable: i